The following is a DFT calculation (ωB97M-V/def2-TZVPD) of 11 unconnected molecules or ions with the total composition C60H143N9O11 in a non-equilibrium geometry.

```
! wB97M-V def2-TZVPD RIJCOSX def2/J DEFGRID3
* xyz -1 2
C -6.147 2.905 1.409
C -5.998 2.181 0.068
O -5.483 0.869 0.288
H -6.830 2.382 2.077
H -6.655 3.851 1.220
H -5.208 3.062 1.940
H -5.141 2.528 -0.509
H -6.876 2.248 -0.575
H -6.204 0.235 0.310
C 0.189 7.898 -2.897
C 1.523 8.580 -3.066
O 1.669 9.423 -1.935
H -0.622 8.624 -2.846
H 0.290 7.346 -1.962
H -0.041 7.357 -3.815
H 1.570 9.290 -3.891
H 2.298 7.822 -3.176
H 0.781 9.729 -1.738
C 2.573 2.457 6.829
C 2.997 2.876 5.395
C 1.692 2.887 4.521
C 1.817 3.505 3.126
C 2.350 4.902 3.223
C 3.684 5.007 3.984
N 3.698 4.221 5.263
O 4.866 4.310 5.953
C 4.895 4.716 3.053
C 3.846 6.499 4.368
C 3.919 1.809 4.828
H 1.853 3.146 7.270
H 3.490 2.433 7.417
H 2.088 1.482 6.806
H 1.284 1.876 4.517
H 0.886 3.387 5.059
H 0.896 3.383 2.556
H 2.619 2.997 2.590
H 1.586 5.440 3.785
H 2.314 5.209 2.177
H 5.446 3.862 3.447
H 4.688 4.447 2.017
H 5.702 5.446 3.112
H 4.776 6.747 4.879
H 3.822 7.132 3.482
H 3.016 6.776 5.020
H 4.934 2.010 5.173
H 4.080 1.710 3.755
H 3.747 0.828 5.270
H 4.578 4.440 6.860
C 1.028 -0.276 1.276
C 0.045 0.331 0.252
C -1.325 0.487 0.939
C -2.350 1.332 0.214
C -1.766 2.618 -0.449
C -0.450 2.494 -1.191
N 0.520 1.718 -0.190
O 1.856 1.836 -0.513
C -0.651 2.058 -2.634
C 0.084 3.968 -1.325
C -0.249 -0.612 -0.929
H 1.328 0.355 2.113
H 1.950 -0.581 0.782
H 0.714 -1.178 1.801
H -1.778 -0.476 1.176
H -1.156 1.032 1.868
H -3.110 1.670 0.919
H -2.843 0.682 -0.509
H -1.685 3.300 0.397
H -2.518 2.944 -1.168
H 0.083 2.343 -3.387
H -0.686 0.980 -2.794
H -1.627 2.407 -2.973
H 0.361 4.451 -0.388
H 1.105 4.057 -1.696
H -0.552 4.519 -2.019
H -1.174 -0.479 -1.489
H -0.255 -1.663 -0.638
H 0.582 -0.605 -1.634
H 1.883 1.577 -1.437
C 1.160 -4.412 1.390
C 2.534 -5.068 1.095
C 2.806 -6.129 2.198
C 2.027 -7.420 2.170
C 2.236 -8.063 0.765
C 1.910 -7.089 -0.457
N 2.590 -5.734 -0.246
O 2.490 -4.806 -1.334
C 2.498 -7.700 -1.686
C 0.393 -6.978 -0.621
C 3.617 -3.947 1.095
H 1.030 -4.122 2.433
H 0.339 -5.093 1.163
H 1.062 -3.431 0.926
H 3.885 -6.242 2.305
H 2.630 -5.578 3.121
H 0.975 -7.157 2.283
H 2.285 -7.995 3.059
H 1.691 -9.007 0.775
H 3.320 -8.179 0.764
H 2.238 -7.291 -2.662
H 3.588 -7.699 -1.680
H 2.142 -8.725 -1.788
H -0.181 -7.060 0.302
H 0.106 -6.014 -1.041
H 0.014 -7.798 -1.232
H 3.891 -3.582 2.085
H 3.190 -3.070 0.608
H 4.609 -4.168 0.700
H 1.633 -4.379 -1.266
C -6.247 -5.244 -5.790
C -6.346 -3.887 -5.167
C -7.174 -4.013 -3.837
C -7.192 -2.798 -3.022
C -5.778 -2.227 -2.741
C -5.021 -2.033 -4.050
N -5.121 -3.230 -4.870
O -4.179 -3.298 -5.845
C -5.552 -0.752 -4.748
C -3.550 -1.810 -3.552
C -7.267 -3.116 -6.166
H -5.608 -5.841 -5.140
H -5.802 -5.252 -6.785
H -7.161 -5.753 -6.095
H -8.239 -4.202 -3.973
H -6.809 -4.782 -3.156
H -7.741 -2.926 -2.088
H -7.767 -2.132 -3.665
H -5.278 -2.919 -2.064
H -5.756 -1.256 -2.247
H -5.598 -0.827 -5.835
H -6.606 -0.637 -4.496
H -4.884 0.051 -4.438
H -3.397 -1.116 -2.726
H -3.226 -2.790 -3.203
H -2.943 -1.481 -4.396
H -6.725 -3.020 -7.107
H -7.441 -2.109 -5.785
H -8.281 -3.515 -6.140
H -4.393 -2.671 -6.540
C -6.392 0.419 5.403
C -5.520 1.536 4.948
C -5.080 2.220 6.192
O -4.202 3.354 5.914
C -3.774 4.186 7.073
N -4.367 0.922 4.252
H -6.625 -0.041 4.443
H -7.326 0.711 5.884
H -5.821 -0.337 5.941
H -5.978 2.131 4.158
H -4.390 1.547 6.700
H -5.885 2.619 6.809
H -3.416 3.729 7.997
H -4.618 4.818 7.348
H -2.894 4.665 6.644
H -4.489 0.668 3.283
H -3.719 1.689 4.358
C -0.849 -5.288 6.904
C 0.025 -4.496 5.987
C 1.142 -3.697 6.716
O 2.013 -2.864 5.824
C 1.338 -1.824 5.043
N 0.573 -5.433 4.965
H -1.619 -5.804 6.330
H -1.506 -4.652 7.498
H -0.306 -5.995 7.530
H -0.620 -3.754 5.515
H 1.769 -4.362 7.310
H 0.608 -3.099 7.454
H 0.786 -1.173 5.721
H 0.617 -2.275 4.362
H 1.873 -1.091 4.439
H 1.326 -5.964 5.378
H 1.028 -4.818 4.305
C 0.776 -1.699 -4.633
C 0.896 -1.123 -6.087
C 0.282 0.278 -6.293
O -1.073 0.206 -6.125
C -1.721 1.388 -6.589
N 2.219 -1.316 -6.551
H 1.399 -2.564 -4.408
H -0.217 -2.060 -4.366
H 1.021 -0.984 -3.848
H 0.163 -1.733 -6.614
H 0.574 0.592 -7.295
H 0.774 0.819 -5.484
H -1.333 1.681 -7.565
H -1.537 2.240 -5.935
H -2.771 1.097 -6.599
H 2.454 -2.219 -6.936
H 2.434 -0.624 -7.255
C 4.049 -1.131 -1.969
C 4.879 -1.706 -3.149
C 4.634 -3.181 -3.408
O 5.619 -3.724 -4.286
C 5.744 -5.161 -4.309
N 4.527 -0.965 -4.295
H 4.258 -1.505 -0.967
H 2.980 -1.205 -2.170
H 4.276 -0.068 -1.895
H 5.926 -1.479 -2.947
H 3.651 -3.417 -3.815
H 4.743 -3.591 -2.404
H 5.698 -5.681 -3.352
H 6.747 -5.378 -4.678
H 5.064 -5.606 -5.035
H 3.581 -0.894 -4.643
H 4.998 -1.431 -5.057
C 5.266 5.723 -2.112
C 4.327 4.836 -1.378
C 3.287 5.649 -0.628
O 3.832 6.830 0.073
C 2.919 7.789 0.515
N 3.803 3.842 -2.290
H 5.982 5.100 -2.648
H 5.803 6.378 -1.427
H 4.776 6.358 -2.850
H 4.969 4.399 -0.613
H 2.751 5.134 0.169
H 2.534 6.051 -1.305
H 3.035 7.847 1.597
H 1.848 7.600 0.446
H 3.197 8.770 0.129
H 4.505 3.287 -2.759
H 3.503 4.274 -3.152
*
```

## Properties
Highest occupied orbital energy (spin up / spin down), eV: 0.56 / -6.13
F_max, eV/A: 4.5
LUMO level (spin up / spin down), eV: 2.01 / 1.95
M, g mol⁻¹: 1166.86
HOMO-LUMO gap (spin up / spin down), hartree: 0.05317 / 0.29695
E, hartree: -3691.74554
Expectation value of S²: 0.750

Mulliken population analysis, charges in e, atoms 1 to 8: C -0.795; C -0.727; O 0.313; H 0.181; H 0.484; H 0.149; H -0.025; H 0.406

=====

The following is a DFT calculation (ωB97M-V/def2-TZVPD) of 9 unconnected molecules or ions with the total composition C60H143N9O2 in a non-equilibrium geometry.

```
! wB97M-V def2-TZVPD RIJCOSX def2/J DEFGRID3
* xyz 0 1
C 8.381 18.412 14.814
C 9.658 17.728 14.373
C 9.522 16.151 14.292
C 8.629 15.710 13.136
C 9.128 16.298 11.835
C 9.205 17.825 11.782
N 10.039 18.153 13.014
O 10.139 19.574 13.077
C 9.956 18.272 10.572
C 7.833 18.514 11.842
C 10.745 18.112 15.417
H 8.334 18.471 15.907
H 7.510 17.785 14.586
H 8.396 19.399 14.402
H 10.474 15.682 14.099
H 9.022 15.853 15.183
H 7.579 16.007 13.242
H 8.661 14.582 13.050
H 8.515 15.935 10.972
H 10.175 16.005 11.537
H 9.826 19.334 10.337
H 11.020 18.196 10.831
H 9.770 17.681 9.687
H 7.102 17.851 12.423
H 7.874 19.459 12.349
H 7.411 18.666 10.829
H 10.821 17.346 16.215
H 10.664 19.094 15.904
H 11.646 18.054 14.843
H 11.094 19.844 12.971
C 16.438 16.420 22.871
C 15.645 17.011 24.056
C 15.306 15.814 25.074
C 14.817 16.302 26.452
C 15.807 17.347 27.071
C 16.178 18.486 26.135
N 16.534 17.928 24.800
O 16.957 18.858 23.866
C 15.063 19.520 26.022
C 17.436 19.183 26.692
C 14.381 17.670 23.543
H 15.974 15.449 22.647
H 17.479 16.260 23.095
H 16.476 17.086 22.030
H 14.507 15.229 24.644
H 16.261 15.295 25.078
H 14.745 15.443 27.110
H 13.844 16.786 26.272
H 16.775 16.874 27.338
H 15.344 17.702 27.977
H 15.243 20.324 26.755
H 14.896 19.982 25.068
H 14.117 19.071 26.309
H 18.270 18.502 26.783
H 17.895 19.972 26.047
H 17.218 19.530 27.668
H 14.552 18.640 23.016
H 13.674 17.931 24.315
H 13.763 17.077 22.881
H 16.323 19.568 23.676
C 17.981 13.096 17.164
C 19.315 13.231 17.877
N 19.259 12.730 19.263
C 19.858 11.397 19.337
C 19.608 10.766 20.687
C 19.951 13.675 20.220
C 19.099 14.972 20.320
H 17.754 12.027 17.100
H 18.081 13.590 16.166
H 17.244 13.604 17.820
H 20.114 12.726 17.251
H 19.549 14.326 17.965
H 19.478 10.772 18.557
H 20.914 11.514 19.079
H 18.613 10.946 21.061
H 19.652 9.662 20.746
H 20.246 11.126 21.497
H 20.954 13.938 19.775
H 20.091 13.190 21.170
H 19.220 15.572 19.388
H 19.481 15.716 21.016
H 18.046 14.747 20.466
C 13.173 20.833 10.496
C 13.700 21.128 11.896
N 12.620 21.357 12.838
C 11.807 22.526 12.308
C 10.733 23.013 13.216
C 13.069 21.697 14.217
C 14.061 20.707 14.775
H 12.301 20.119 10.466
H 13.981 20.326 9.856
H 12.983 21.784 9.986
H 14.358 20.324 12.222
H 14.273 22.067 11.918
H 12.496 23.375 12.025
H 11.311 22.176 11.388
H 11.003 23.563 14.096
H 10.184 23.794 12.620
H 9.978 22.293 13.497
H 12.238 21.725 14.923
H 13.509 22.715 14.224
H 15.020 20.672 14.271
H 13.575 19.755 14.595
H 14.146 20.832 15.858
C 15.591 20.824 21.325
C 14.625 20.906 20.167
N 13.402 20.104 20.395
C 13.655 18.694 19.988
C 12.559 17.754 20.345
C 12.189 20.661 19.724
C 12.142 20.604 18.157
H 15.223 21.162 22.283
H 16.482 21.431 21.169
H 15.846 19.765 21.486
H 14.332 21.946 20.015
H 15.111 20.526 19.244
H 13.971 18.599 18.925
H 14.522 18.349 20.568
H 11.617 17.958 19.772
H 12.674 16.684 20.306
H 12.200 18.029 21.331
H 12.107 21.709 19.964
H 11.290 20.158 20.188
H 11.149 20.672 17.795
H 12.511 19.645 17.769
H 12.754 21.395 17.681
C 16.540 18.247 16.855
C 16.233 16.761 16.932
N 14.926 16.526 17.604
C 13.801 16.749 16.733
C 13.546 15.713 15.662
C 14.807 15.210 18.304
C 15.562 15.325 19.632
H 17.435 18.450 16.248
H 16.745 18.637 17.886
H 15.700 18.832 16.384
H 16.247 16.227 15.986
H 16.967 16.245 17.554
H 12.911 16.839 17.350
H 13.935 17.726 16.254
H 13.211 14.800 16.137
H 12.778 15.994 14.956
H 14.432 15.502 15.045
H 15.242 14.426 17.704
H 13.700 15.018 18.430
H 15.071 15.899 20.421
H 16.596 15.637 19.439
H 15.692 14.336 20.089
C 13.955 16.977 11.031
C 14.988 15.959 11.595
N 16.255 16.549 12.041
C 16.125 17.508 13.161
C 17.191 18.565 13.254
C 17.260 15.505 12.451
C 17.682 14.544 11.408
H 13.202 16.504 10.388
H 14.498 17.586 10.361
H 13.458 17.429 11.899
H 14.501 15.522 12.477
H 15.221 15.178 10.860
H 15.238 18.081 12.922
H 15.874 16.975 14.063
H 18.078 18.091 13.645
H 17.405 18.946 12.267
H 17.010 19.340 13.978
H 16.897 14.911 13.317
H 18.164 16.062 12.757
H 16.977 13.728 11.275
H 18.541 13.955 11.721
H 17.868 14.974 10.401
C 15.545 10.039 20.307
C 15.175 10.008 18.866
N 13.788 10.354 18.564
C 13.465 9.801 17.228
C 13.128 8.305 17.314
C 13.792 11.847 18.391
C 12.394 12.358 18.421
H 14.772 9.646 20.972
H 15.633 11.081 20.626
H 16.521 9.595 20.458
H 15.954 10.476 18.203
H 15.347 8.981 18.594
H 12.591 10.315 16.846
H 14.280 10.083 16.589
H 12.499 7.988 16.479
H 14.045 7.746 17.378
H 12.574 8.116 18.221
H 14.365 12.109 17.457
H 14.417 12.266 19.243
H 12.326 13.386 18.744
H 11.870 11.669 19.085
H 12.016 12.202 17.406
C 12.931 13.267 21.808
C 11.653 14.162 21.915
N 11.006 14.103 23.271
C 11.465 15.196 24.106
C 11.313 14.943 25.584
C 9.523 14.222 23.176
C 8.935 12.879 22.750
H 13.327 13.038 20.814
H 12.648 12.302 22.188
H 13.766 13.628 22.414
H 11.877 15.207 21.624
H 10.871 13.846 21.189
H 12.502 15.457 23.936
H 10.819 16.084 23.873
H 11.730 15.748 26.187
H 10.249 14.872 25.790
H 11.757 13.998 25.887
H 9.380 14.988 22.439
H 9.065 14.527 24.135
H 9.676 12.365 22.146
H 8.032 12.899 22.172
H 8.651 12.226 23.587
*
```

## Properties
Highest occupied orbital energy, eV: -8.15
F_max, eV/A: 3.1
LUMO level, eV: 0.64
M, g mol⁻¹: 1022.87
HOMO-LUMO gap, hartree: 0.32316
Structure (SMILES): CC1(C)CCCC(C)(C)N1O.CC1(C)CCCC(C)(C)N1O.CCN(CC)CC.CCN(CC)CC.CCN(CC)CC.CCN(CC)CC.CCN(CC)CC.CCN(CC)CC.CCN(CC)CC
E, hartree: -3014.87122
Relative energy (zero: lowest compared OMol25 entry of this formula, charge and spin), kcal per mole: 0.0

Mulliken population analysis, charges in e, atoms 1 to 8: C -1.802; C 2.330; C -1.154; C -0.748; C -1.234; C 1.843; N 0.494; O -0.257